(1)
47
Properties=species:S:1:pos:R:3 method="wB97M-V/def2-TZVPD" lumo_ev=0.0076 orbital_gap_ha=0.29581 homo_ev=-8.0
F -5.03 -3.10 5.30
Br 1.01 -2.38 2.12
N 0.40 1.59 0.41
O 4.87 -1.99 -8.24
O 0.05 0.89 2.59
O -4.75 0.29 4.04
O -1.96 2.76 3.74
C 1.70 -0.07 -2.66
C 2.30 -1.21 -3.22
C 0.70 1.37 -0.86
C 0.31 0.61 1.31
C 3.03 -0.92 -6.99
C 4.82 -2.13 -5.83
C 1.28 -0.92 -0.27
C 2.45 -0.70 -5.69
C 4.25 -1.91 -4.55
C 0.83 -0.75 0.99
C 4.27 -1.59 -7.03
C 1.15 0.10 -1.30
C 3.02 -1.26 -4.53
C -5.46 -1.87 4.74
C -4.42 -0.78 4.89
C 0.27 2.16 3.10
C -3.98 1.53 4.21
C -0.95 3.10 2.88
C -2.82 1.70 3.30
H 5.83 -1.87 -8.08
H 1.76 0.88 -3.17
H 2.22 -2.10 -2.66
H 0.65 2.20 -1.59
H 2.42 -0.58 -7.85
H 5.78 -2.52 -5.83
H 1.80 -1.86 -0.36
H 1.53 -0.17 -5.66
H 4.60 -2.36 -3.63
H -6.45 -1.55 5.10
H -5.61 -2.02 3.62
H -4.36 -0.36 5.97
H -3.38 -1.11 4.82
H 0.62 2.12 4.14
H 1.06 2.65 2.53
H -3.56 1.60 5.29
H -4.72 2.40 4.18
H -1.27 3.32 1.80
H -0.71 4.15 3.27
H -2.28 0.78 3.35
H -3.28 1.88 2.32

=====

(2)
57
Properties=species:S:1:pos:R:3 method="wB97M-V/def2-TZVPD" lumo_ev="2.2408 / 2.2409" orbital_gap_ha="0.27541 / 0.27545" homo_ev="-5.3 / -5.3" charge=-1
Ti 0.59 -0.31 0.13
O 3.62 0.01 4.52
C 2.38 -0.20 5.05
C 2.27 -0.31 6.43
C 1.03 -0.56 7.00
C -0.10 -0.71 6.20
C 0.02 -0.59 4.82
C 1.25 -0.32 4.23
C 1.39 -0.07 2.75
O 0.22 -0.32 2.02
N 2.46 -0.90 2.21
N 2.40 -0.75 0.79
C 3.50 -1.40 0.23
C 3.66 -1.84 -1.00
Br 1.17 0.10 -2.28
C 3.89 -2.26 -2.21
C 4.38 -1.39 -3.31
C 4.33 0.00 -3.22
C 4.80 0.79 -4.25
C 5.34 0.21 -5.40
C 5.38 -1.17 -5.50
C 4.91 -1.96 -4.46
H 3.59 -0.26 3.58
H 3.16 -0.22 7.03
H 0.95 -0.65 8.08
H -1.06 -0.91 6.64
H -0.84 -0.71 4.19
H 1.69 0.97 2.59
H 2.23 -1.87 2.44
H 4.32 -1.57 0.92
H 3.70 -3.29 -2.47
H 3.88 0.45 -2.34
H 4.74 1.87 -4.17
H 5.70 0.83 -6.21
H 5.79 -1.64 -6.39
H 4.94 -3.05 -4.55
C -2.57 3.79 0.73
C -1.63 2.71 0.23
O -1.63 2.76 -1.21
P -2.23 1.03 0.58
O -3.77 1.01 0.19
O -2.26 0.70 2.10
O -1.43 0.06 -0.23
P 0.09 2.95 0.86
O -0.12 2.73 2.45
O 0.59 4.30 0.57
O 0.82 1.73 0.31
H -3.51 3.76 0.18
H -2.10 4.77 0.59
H -2.78 3.65 1.79
H -0.90 2.21 -1.54
H -3.88 1.01 -0.77
H -1.35 0.39 2.36
H 0.17 3.54 2.90
O -0.26 -4.51 0.43
C -0.04 -3.38 0.17
N 0.18 -2.24 -0.12

=====

(3)
53
Properties=species:S:1:pos:R:3 method="wB97M-V/def2-TZVPD" lumo_ev=0.5485 orbital_gap_ha=0.35350 homo_ev=-9.1
C 0.23 -2.62 2.74
C 1.57 -2.04 3.19
H 2.40 -2.59 2.74
H 1.65 -2.07 4.28
O 1.67 -0.66 2.83
C 2.41 -0.36 1.74
O 2.99 -1.19 1.07
N 2.48 0.97 1.53
C 1.53 1.91 2.09
H 2.06 2.83 2.34
C 0.43 2.19 1.06
N 1.03 2.72 -0.15
C 0.84 3.92 -0.74
O 1.57 4.33 -1.63
C -0.38 4.75 -0.35
H -0.13 5.81 -0.46
H -0.81 4.56 0.63
S -1.66 4.43 -1.61
C -2.36 3.01 -0.93
N -2.36 2.65 0.32
N -3.00 1.46 0.37
C -3.36 1.16 -0.83
O -2.99 2.12 -1.72
C -3.99 -0.12 -1.27
N -3.00 -1.17 -1.14
C -2.39 -1.70 -2.23
O -2.74 -1.49 -3.37
C -1.21 -2.58 -1.89
C -0.13 -2.06 -1.18
C 1.02 -2.78 -0.94
C 1.10 -4.08 -1.42
C 0.04 -4.64 -2.12
C -1.10 -3.89 -2.36
Cl -2.41 -4.58 -3.23
H 0.10 -5.65 -2.48
H 1.99 -4.66 -1.24
H 1.84 -2.33 -0.40
F -0.22 -0.79 -0.71
H -2.62 -1.32 -0.22
H -4.27 -0.05 -2.32
H -4.86 -0.34 -0.65
C 2.03 1.83 -0.71
H 1.53 0.91 -1.04
C 3.10 1.47 0.32
H 3.69 2.36 0.58
H 3.77 0.70 -0.07
H 2.48 2.32 -1.57
H -0.07 1.25 0.81
H -0.31 2.87 1.47
H 1.09 1.49 3.00
H -0.59 -2.04 3.15
H 0.15 -3.65 3.08
H 0.16 -2.61 1.65